1.
85
Properties=species:S:1:pos:R:3 method="wB97M-V/def2-TZVPD" multiplicity=2 total_charge=+2 s2=0.7511 e_tot_ha=-2874.60001 homo_ha="-0.488 / -0.488"
Ce -0.040 0.116 0.604
P 2.107 1.576 -0.573
P -2.351 -1.456 0.167
N -1.029 1.311 -0.910
C 1.039 2.673 -1.613
H 1.310 3.713 -1.380
H 1.321 2.512 -2.664
C -0.503 2.544 -1.499
H -0.894 3.426 -0.949
H -0.924 2.644 -2.519
C -2.485 1.231 -1.068
H -2.734 1.585 -2.087
H -2.979 1.956 -0.387
C -3.159 -0.158 -0.887
H -3.309 -0.601 -1.884
H -4.162 0.014 -0.471
C -3.310 -1.492 1.768
C -2.522 -2.150 2.910
H -2.931 -1.780 3.863
H -1.450 -1.898 2.917
H -2.616 -3.249 2.896
C -2.488 -3.101 -0.645
C -1.755 -4.189 0.155
H -1.607 -5.057 -0.501
H -2.331 -4.529 1.025
H -0.764 -3.862 0.493
C 3.479 0.917 -1.607
C 4.410 0.001 -0.800
H 5.040 -0.556 -1.505
H 3.854 -0.735 -0.205
H 5.081 0.558 -0.134
C 2.849 2.707 0.725
C 3.281 1.923 1.975
H 3.552 2.654 2.752
H 4.154 1.285 1.774
H 2.478 1.294 2.395
C 1.471 -1.830 1.565
C -3.888 -3.544 -1.089
H -4.571 -3.727 -0.254
H -4.356 -2.825 -1.774
H -3.788 -4.497 -1.629
C 4.250 1.933 -2.461
H 4.945 1.378 -3.106
H 3.589 2.518 -3.115
H 4.857 2.626 -1.871
C 3.970 3.619 0.221
H 4.201 4.347 1.013
H 4.900 3.069 0.017
H 3.679 4.196 -0.669
C -4.719 -2.074 1.629
H -4.709 -3.169 1.542
H -5.287 -1.836 2.540
H -5.279 -1.649 0.782
H -3.418 -0.420 2.014
H 2.005 3.365 1.004
H -1.910 -2.933 -1.572
H 2.927 0.274 -2.315
O 2.105 -2.642 2.098
H 0.024 -0.567 -1.753
H 0.496 -1.120 -1.448
N -0.483 1.641 2.142
S -1.375 2.290 3.399
C -1.437 1.034 4.652
C -0.438 0.085 4.867
C -0.562 -0.795 5.949
C -1.685 -0.750 6.777
C -2.716 0.155 6.511
C -2.607 1.042 5.444
C -0.167 3.453 4.016
C -0.329 4.795 3.628
C 0.648 5.737 3.963
C 1.793 5.329 4.658
C 1.956 3.993 5.030
C 0.970 3.049 4.719
H 0.098 2.412 1.762
H 0.434 0.037 4.210
H 0.233 -1.519 6.142
H -1.766 -1.434 7.626
H -3.610 0.174 7.137
H -3.396 1.760 5.217
H -1.214 5.078 3.052
H 0.516 6.779 3.675
H 2.564 6.054 4.904
H 2.845 3.674 5.571
H 1.095 2.005 5.010

***

2.
90
Properties=species:S:1:pos:R:3 method="wB97M-V/def2-TZVPD" multiplicity=2 total_charge=+1 s2=0.8104 e_tot_ha=-4216.42351 homo_ha="-0.387 / -0.387"
Ru -1.244 -0.381 -0.053
Cl -2.591 1.386 1.378
C -3.520 0.540 2.561
C -4.071 1.250 3.612
C -4.809 0.573 4.569
C -4.997 -0.795 4.473
C -4.438 -1.500 3.424
Cl -4.653 -3.197 3.315
C -3.672 -0.848 2.439
S -2.962 -1.783 1.165
H -3.915 2.315 3.679
H -5.233 1.108 5.401
H -5.568 -1.326 5.215
C 0.675 -2.517 3.272
C 0.800 -1.017 3.040
C 2.129 -0.493 3.579
C -0.363 -0.273 3.695
O 0.694 -0.777 1.619
Si 1.932 -0.927 0.546
S 0.819 -0.912 -1.302
O 2.988 0.292 0.638
C 2.893 1.691 0.363
C 1.514 2.226 0.747
C 3.972 2.378 1.202
C 3.142 1.884 -1.131
O 2.665 -2.327 0.759
C 3.930 -2.816 0.301
C 3.870 -4.337 0.410
C 5.012 -2.234 1.205
C 4.162 -2.401 -1.146
H 0.682 -2.725 4.339
H 1.507 -3.028 2.798
H -0.255 -2.880 2.839
H 2.188 -0.689 4.646
H 2.217 0.577 3.416
H 2.963 -0.990 3.092
H -0.229 -0.246 4.774
H -1.301 -0.780 3.477
H -0.411 0.750 3.326
H 1.347 2.111 1.816
H 0.727 1.677 0.211
H 1.448 3.279 0.494
H 3.808 2.176 2.258
H 3.942 3.452 1.042
H 4.956 2.006 0.932
H 2.420 1.293 -1.691
H 4.138 1.534 -1.385
H 3.052 2.930 -1.410
H 3.679 -4.638 1.436
H 4.813 -4.768 0.087
H 3.074 -4.721 -0.221
H 4.871 -2.568 2.229
H 4.957 -1.149 1.177
H 5.993 -2.550 0.863
H 3.332 -2.725 -1.768
H 5.077 -2.852 -1.516
H 4.246 -1.321 -1.215
C -3.622 3.575 -3.599
C -3.429 2.139 -3.166
Sb -1.626 1.732 -1.962
C -1.332 3.710 -1.043
C -0.403 4.631 -1.810
C -0.098 1.667 -3.531
C -0.378 2.444 -4.798
H -4.529 3.644 -4.197
H -2.794 3.930 -4.205
H -3.738 4.240 -2.749
H -3.348 1.488 -4.037
H -4.285 1.811 -2.572
H -0.959 3.536 -0.033
H -2.322 4.156 -0.959
H 0.588 4.200 -1.936
H -0.298 5.569 -1.268
H -0.808 4.860 -2.792
H 0.023 0.603 -3.744
H 0.820 2.021 -3.061
H -1.312 2.141 -5.258
H 0.425 2.260 -5.511
H -0.403 3.513 -4.612
Cl -1.534 -5.863 -1.741
C -2.124 -4.309 -2.156
C -3.009 -4.131 -3.214
C -3.418 -2.843 -3.510
C -2.941 -1.791 -2.745
N -2.114 -1.972 -1.725
C -1.708 -3.198 -1.429
H -3.364 -4.971 -3.792
H -4.100 -2.658 -4.324
H -3.232 -0.767 -2.950
H -1.028 -3.302 -0.587

***

3.
85
Properties=species:S:1:pos:R:3 method="wB97M-V/def2-TZVPD" total_charge=+4 e_tot_ha=-4567.92062 homo_ha=-0.695
N -5.021 3.578 -2.039
C -4.795 3.453 -0.737
C -3.877 2.523 -0.225
C -3.068 1.812 -1.131
C -3.435 1.855 -2.498
C -4.388 2.806 -2.912
C -1.835 1.065 -0.621
Hf -0.048 0.211 0.249
P 3.246 -0.568 0.428
C -0.631 1.101 -1.504
C 0.391 2.216 -1.444
C 1.455 2.142 -2.375
C 2.451 3.101 -2.397
C 2.213 4.311 -1.722
C 1.035 4.536 -0.986
C 0.155 3.455 -0.763
Br 3.474 5.643 -1.863
H -2.143 0.026 -0.152
H -0.703 0.527 -2.452
H -3.834 2.363 0.853
H -3.044 1.137 -3.221
H -5.360 4.127 -0.080
H -4.614 2.912 -3.978
H 1.558 1.243 -2.994
H -0.783 3.564 -0.201
H 3.352 2.959 -2.988
H 0.873 5.535 -0.560
P -0.960 -2.240 -0.431
C 4.748 0.538 0.458
C 6.091 -0.011 -0.095
H 4.929 0.869 1.495
H 4.414 1.409 -0.130
H 6.855 0.780 -0.058
H 6.481 -0.845 0.507
H 6.041 -0.343 -1.141
C 2.725 -0.505 -1.292
C 3.487 -1.347 -2.358
H 2.812 0.573 -1.525
H 1.643 -0.813 -1.339
H 2.906 -1.299 -3.287
H 4.488 -0.958 -2.592
H 3.567 -2.410 -2.089
C 2.325 -0.378 1.987
C 3.191 -1.109 3.076
H 1.361 -0.949 1.919
H 2.158 0.683 2.242
H 2.543 -1.543 3.846
H 3.748 -1.942 2.618
H 3.922 -0.442 3.555
C -0.782 -3.527 0.908
C -1.114 -5.021 0.688
H -1.378 -3.143 1.746
H 0.273 -3.434 1.204
H -2.193 -5.224 0.621
H -0.623 -5.494 -0.175
H -0.750 -5.561 1.574
C 0.211 -3.105 -1.599
C -0.082 -2.725 -3.057
H 0.041 -4.194 -1.444
H 1.256 -2.912 -1.269
H -0.909 -3.328 -3.478
H -0.346 -1.667 -3.234
H 0.803 -2.960 -3.665
C -2.579 -2.846 -1.168
C -3.836 -2.737 -0.297
H -2.412 -3.908 -1.426
H -2.732 -2.303 -2.116
H -4.722 -2.931 -0.924
H -3.861 -3.494 0.506
H -3.954 -1.730 0.134
C -1.597 2.790 3.468
C -0.561 2.022 2.637
O -1.120 0.835 2.039
C -2.168 0.136 2.800
C -1.607 -0.480 4.067
H -2.559 2.930 2.952
H -1.206 3.786 3.706
H -1.759 2.280 4.424
H -0.162 2.620 1.810
H 0.291 1.691 3.243
H -2.983 0.852 2.965
H -2.570 -0.600 2.104
H -0.997 0.207 4.657
H -2.434 -0.828 4.693
H -0.979 -1.350 3.852

***

4.
85
Properties=species:S:1:pos:R:3 method="wB97M-V/def2-TZVPD" multiplicity=2 total_charge=-2 s2=1.1843 e_tot_ha=-5160.02628 homo_ha="0.013 / -0.009"
Mn 0.057 -0.779 -0.368
C 0.528 4.064 4.094
Si -0.047 2.416 4.793
C -1.558 2.848 5.868
C 1.302 1.791 5.975
C -0.523 0.984 3.678
C -1.302 -0.006 4.253
C -1.666 -1.143 3.535
C -1.214 -1.238 2.233
N -0.437 -0.313 1.645
C -0.072 0.800 2.337
S 0.956 1.941 1.595
H 0.629 4.763 4.931
H -0.181 4.466 3.374
H 1.475 3.960 3.577
H -1.300 3.635 6.579
H -1.938 2.001 6.435
H -2.371 3.216 5.243
H 1.586 2.560 6.697
H 2.189 1.510 5.409
H 0.967 0.912 6.523
H -1.638 0.095 5.282
H -2.271 -1.931 3.964
H -1.438 -2.093 1.610
C -2.898 -2.971 -1.520
C -2.347 -1.612 -1.989
C -3.516 -0.753 -2.493
C -1.374 -1.838 -3.145
C -1.672 -0.920 -0.815
H -3.399 -3.501 -2.337
H -3.620 -2.827 -0.713
H -2.088 -3.589 -1.137
H -4.031 -1.236 -3.330
H -3.154 0.221 -2.827
H -4.241 -0.593 -1.691
H -1.858 -2.392 -3.958
H -0.505 -2.399 -2.807
H -1.020 -0.886 -3.539
H -2.416 -0.551 -0.079
C -0.389 2.430 -6.056
C -0.560 2.280 -4.565
C -1.587 2.939 -3.906
C -1.718 2.786 -2.522
C -2.808 3.507 -1.771
C -0.843 1.977 -1.834
C 0.198 1.253 -2.467
C 0.313 1.464 -3.861
N 0.959 0.405 -1.710
C 2.367 0.179 -2.079
C 2.542 -0.987 -3.064
C 3.051 1.455 -2.604
C 3.130 -0.185 -0.795
H -1.243 2.945 -6.498
H -0.290 1.459 -6.544
H 0.510 3.005 -6.298
H -2.280 3.567 -4.458
H -3.502 4.000 -2.456
H -2.392 4.266 -1.105
H -3.376 2.811 -1.151
H -0.933 1.876 -0.757
H 1.062 0.926 -4.426
H 2.042 -0.807 -4.015
H 2.111 -1.883 -2.612
H 3.602 -1.170 -3.264
H 2.750 1.745 -3.606
H 4.133 1.303 -2.610
H 2.826 2.282 -1.930
H 2.673 -1.063 -0.331
H 3.101 0.641 -0.087
H 4.170 -0.434 -1.033
C 3.031 -4.462 0.630
Ge 1.541 -3.285 1.257
C 0.493 -4.501 2.470
C 2.400 -1.996 2.491
C 0.574 -2.534 -0.209
H 3.506 -4.980 1.464
H 3.783 -3.865 0.116
H 2.655 -5.207 -0.072
H 1.152 -5.062 3.137
H -0.092 -5.210 1.882
H -0.195 -3.920 3.081
H 2.959 -2.535 3.260
H 1.659 -1.369 2.977
H 3.086 -1.338 1.959
H 0.228 -3.318 -0.905

***

5.
97
Properties=species:S:1:pos:R:3 method="wB97M-V/def2-TZVPD" total_charge=+1 e_tot_ha=-2303.75906 homo_ha=-0.345
C 58.968 9.808 60.010
C 60.167 8.736 60.222
C 59.824 7.572 61.375
C 58.885 6.581 60.833
C 59.623 5.915 59.649
C 59.837 6.857 58.436
N 60.505 8.112 58.947
O 61.158 8.893 58.167
C 58.464 7.085 57.730
C 60.772 6.190 57.372
C 61.317 9.539 60.728
H 59.201 10.424 59.119
H 58.881 10.431 60.989
H 57.974 9.435 59.908
H 59.204 8.282 61.983
H 60.758 7.051 61.883
H 57.988 7.016 60.455
H 58.614 5.837 61.525
H 59.115 5.050 59.221
H 60.543 5.267 59.859
H 58.524 7.792 56.780
H 57.842 7.457 58.502
H 58.106 6.138 57.465
H 61.720 5.699 57.889
H 60.829 6.991 56.780
H 60.251 5.298 56.792
H 61.066 10.011 61.725
H 61.406 10.313 60.075
H 62.398 9.027 60.981
N 54.670 7.473 61.119
C 55.223 6.213 61.054
C 55.586 5.759 62.399
C 54.993 6.815 63.192
C 54.361 7.977 62.363
H 54.573 8.164 60.271
H 55.479 5.889 60.065
H 56.063 4.721 62.673
H 54.834 6.971 64.287
H 54.034 8.986 62.558
N 60.916 4.901 52.372
C 62.152 5.295 51.935
C 63.019 5.200 53.284
C 62.226 4.742 54.435
C 60.816 4.655 53.786
H 60.182 4.896 51.847
H 62.664 5.270 50.923
H 63.977 5.200 53.108
H 62.583 4.371 55.367
H 59.616 4.280 54.084
N 56.958 8.385 53.331
C 56.067 8.300 54.311
C 56.175 6.978 54.941
C 57.125 6.170 54.105
C 57.707 7.284 53.117
H 57.108 9.181 52.632
H 55.427 9.127 54.558
H 55.653 6.695 55.860
H 57.407 5.242 54.280
H 58.419 7.272 52.470
N 53.032 10.090 59.851
C 54.228 10.091 59.224
C 54.261 8.837 58.378
C 53.027 8.139 58.534
C 52.211 8.984 59.521
H 52.671 10.607 60.557
H 54.739 10.985 59.391
H 55.202 8.555 57.809
H 52.823 7.085 58.169
H 51.081 8.931 59.833
C 56.052 2.470 57.438
N 56.448 3.826 56.990
O 55.904 4.722 57.622
O 57.358 3.943 56.245
H 55.434 2.692 58.418
H 56.949 1.954 57.791
H 55.486 1.923 56.610
C 58.839 10.794 55.340
N 57.446 10.665 55.865
O 57.321 10.007 56.940
O 56.494 11.192 55.226
H 59.527 10.607 56.240
H 58.763 11.756 54.644
H 58.970 10.011 54.770
C 57.090 1.593 62.108
N 57.565 2.697 61.302
O 58.596 3.154 61.561
O 56.822 2.966 60.344
H 56.589 0.711 61.351
H 56.318 1.895 62.761
H 58.037 1.077 62.615
C 59.540 14.894 58.504
N 59.509 13.413 58.023
O 60.571 13.002 57.506
O 58.531 12.721 58.353
H 59.408 15.402 57.655
H 60.537 14.921 58.862
H 59.033 15.048 59.445